A 18-piece molecular cluster, C7H45IN2O19P overall. Source: the OMol25 dataset; level of theory: ωB97M-V/def2-TZVPD.

The HOMO energy is -12.446 eV. Its HOMO-LUMO gap is 8.720 eV.

```
! wB97M-V def2-TZVPD RIJCOSX def2/J DEFGRID3
* xyz 1 1
N -0.52 2.49 2.08
C 0.84 2.49 1.53
P 1.69 0.87 1.91
I 2.73 1.06 4.06
C 3.08 0.54 0.69
O 2.82 1.10 -0.55
O 1.85 0.26 -1.20
C 0.36 -0.41 1.88
C 0.03 -1.08 3.04
C -1.02 -1.99 2.95
C -1.63 -2.11 1.72
C -1.19 -1.39 0.61
N -0.19 -0.53 0.69
H -0.56 2.04 2.98
H -1.15 2.04 1.43
H 1.41 3.31 1.92
H 0.75 2.52 0.45
H 3.35 -0.52 0.65
H 3.94 1.06 1.09
H 1.06 0.82 -1.21
H 0.52 -0.93 3.98
H -1.36 -2.55 3.80
H -2.46 -2.78 1.60
H -1.69 -1.53 -0.33
O 5.96 -0.23 1.54
H 6.04 -0.12 2.49
H 6.77 0.17 1.20
O -1.91 -3.78 -0.97
H -1.14 -4.33 -1.18
H -2.18 -3.42 -1.83
O 2.33 1.56 -4.15
H 2.61 2.47 -4.01
H 2.49 1.12 -3.31
O -1.12 4.66 0.05
H -0.81 5.56 0.19
H -0.97 4.21 0.89
O -0.51 1.96 -1.65
H -1.34 1.48 -1.72
H -0.79 2.89 -1.66
O -3.14 -4.84 -3.49
H -3.04 -5.71 -3.09
H -3.81 -4.40 -2.95
O -4.25 -2.42 -1.71
H -4.73 -1.58 -1.61
H -3.80 -2.53 -0.86
O -3.28 2.33 -1.18
H -4.10 1.84 -1.26
H -3.54 3.26 -1.19
O -6.18 -0.99 -0.32
H -6.52 -1.88 -0.21
H -6.42 -0.53 0.50
O 0.17 4.54 -2.70
H 0.26 3.67 -3.12
H 0.40 5.16 -3.40
O 8.93 0.97 1.14
H 9.88 1.16 1.15
H 8.55 1.71 0.67
O -6.55 1.49 1.07
H -5.61 1.71 1.10
H -6.95 2.23 0.60
O -5.25 -6.57 -4.34
H -4.58 -5.91 -4.54
H -5.89 -6.51 -5.06
O -8.61 3.37 1.66
H -8.52 2.50 2.08
H -9.30 3.81 2.17
O 8.01 -1.44 3.50
H 8.05 -2.35 3.17
H 8.40 -0.92 2.79
O 10.68 0.72 -1.03
H 10.32 0.83 -1.92
H 10.52 -0.21 -0.83
O 0.60 -4.08 0.20
H 0.13 -3.24 0.31
H 1.07 -4.20 1.04
*
```



A 2-piece molecular cluster, C3H3NO3 overall. Source: the OMol25 dataset; level of theory: ωB97M-V/def2-TZVPD.

The HOMO energy is -9.371 eV. Its HOMO-LUMO gap is 9.067 eV. As for the relative energy (zero: lowest compared OMol25 entry of this formula, charge and spin): 643.58 kJ/mol.

```
! wB97M-V def2-TZVPD RIJCOSX def2/J DEFGRID3
* xyz 0 1
C 0.62 -0.37 0.26
C 1.04 1.06 0.18
C -0.63 -0.35 0.08
H 1.49 -2.19 0.72
H 2.25 1.33 0.13
H -2.46 -0.86 -0.11
N 0.03 1.77 -0.17
O 1.72 -1.25 -0.28
O -1.05 0.89 -0.02
O -1.62 -1.24 -0.03
*
```